DFT (wB97M-V/def2-TZVPD) results for a cluster of 9 separate species, C15H48O9 in total at a distorted geometry.

Geometry as XYZ:
```
72
Properties=species:S:1:pos:R:3:forces:R:3
C 0.2653 -0.4171 -4.5195 1.29 0.86 -0.09
C 1.2081 0.6333 -3.8591 -0.89 -1.48 1.63
C 2.6369 0.5441 -4.3836 -1.41 2.61 -1.76
O 0.6241 1.9339 -3.8800 0.28 0.26 -0.26
H 0.6919 -1.3591 -4.2145 -0.37 -0.67 0.04
H 0.2903 -0.3798 -5.6076 0.29 0.14 -0.20
H -0.7713 -0.2973 -4.2633 -0.35 -0.06 0.63
H 1.2423 0.3723 -2.7297 -0.08 0.45 -1.67
H 2.6503 0.9063 -5.4613 -0.14 -0.46 0.92
H 2.9482 -0.4617 -4.4158 0.81 -1.04 0.44
H 3.2342 1.2847 -3.8563 0.43 -0.62 0.30
H 0.6318 2.2613 -4.7904 0.03 -0.02 0.17
C -0.4221 4.6566 2.4273 -2.16 -0.86 -0.62
C -1.4612 4.5981 1.2671 0.44 -0.42 0.49
C -1.1303 5.5031 0.0806 -0.16 -1.42 0.71
O -1.5250 3.2181 0.7827 -0.19 1.28 0.90
H -0.5502 5.6121 2.9477 0.53 -0.16 -0.17
H 0.5176 4.4627 1.9556 0.94 0.17 0.25
H -0.6962 3.8342 3.1266 0.43 0.55 -0.32
H -2.4316 4.8916 1.7083 0.08 -0.22 -0.36
H -1.9218 5.2870 -0.6201 -0.24 0.41 -0.63
H -0.1812 5.1768 -0.3639 -0.09 0.41 0.17
H -1.1757 6.5222 0.4110 0.25 0.66 -0.18
H -1.8991 3.2234 -0.1179 0.26 -0.19 0.05
C -4.1824 -0.5532 0.4858 1.85 -1.56 -0.53
C -3.8016 0.8764 0.7357 -1.42 -0.70 1.74
C -4.9609 1.5227 1.4317 -1.58 0.56 2.15
O -2.7021 0.8647 1.6588 0.07 0.45 -0.36
H -5.0538 -0.7284 -0.1391 0.08 0.33 -0.25
H -4.3590 -1.0745 1.4191 -0.14 0.11 0.39
H -3.2758 -1.0872 0.0622 -1.11 0.46 0.06
H -3.6430 1.3778 -0.1801 0.88 0.63 -0.98
H -4.7852 2.4940 1.9353 0.44 -0.18 -0.66
H -5.3039 0.9073 2.3138 0.42 0.21 -0.93
H -5.8547 1.6672 0.8226 0.17 -0.10 -0.32
H -2.4827 1.8103 1.7928 0.20 -0.37 -0.16
C 1.7048 -5.3932 2.4964 0.27 -0.03 -1.16
C 2.8346 -4.7374 3.2151 0.66 -0.07 0.35
C 2.3645 -3.7090 4.1775 0.53 1.89 2.10
O 3.5066 -5.8175 3.9165 -1.36 -0.09 -1.43
H 2.1477 -6.0524 1.6990 -0.90 0.13 1.01
H 1.0823 -4.6514 2.0092 0.03 0.29 -0.27
H 1.0419 -5.8277 3.2372 0.13 -0.82 -0.11
H 3.4918 -4.1850 2.5274 0.24 -0.63 -0.17
H 1.6310 -4.1478 4.9020 0.51 0.58 -0.56
H 1.9886 -2.7723 3.7005 -0.24 -0.96 0.04
H 3.2484 -3.2574 4.7732 -1.17 -1.04 -0.62
H 4.2214 -5.4752 4.4076 1.27 0.73 0.87
C 1.7409 -3.5414 -0.8823 -0.05 1.62 0.16
C 0.8622 -2.2782 -0.6719 1.12 0.92 0.34
C -0.3669 -2.5807 0.1408 -0.37 0.87 -0.15
O 1.6132 -1.2581 0.0567 0.78 -0.99 -0.26
H 1.8483 -4.0583 0.0605 -0.05 -0.25 0.14
H 2.7320 -3.2793 -1.2299 0.31 0.30 0.01
H 1.3466 -4.1812 -1.6462 -0.58 -0.46 -0.23
H 0.6200 -1.7274 -1.5991 -0.19 -0.95 -0.13
H -1.1385 -1.8638 -0.1046 -0.36 0.16 -0.20
H -0.2010 -2.4035 1.2109 0.25 -0.67 -0.18
H -0.7239 -3.5506 -0.1214 -0.45 -0.85 0.29
H 0.9664 -0.5994 0.3479 -0.21 0.38 -0.12
O 1.4101 2.8182 -1.1135 0.50 -0.23 1.64
H 2.0515 2.1613 -0.7499 -0.47 0.57 -0.80
H 1.2858 2.6186 -2.0323 0.02 -0.32 -0.87
O 3.4689 0.6290 -1.1631 0.92 0.00 0.13
H 3.0104 -0.2015 -0.9349 0.13 0.09 0.36
H 4.4156 0.5476 -0.9013 -1.26 -0.10 -0.23
O -2.0130 2.1586 -1.6372 0.11 0.81 -2.00
H -1.5343 1.4509 -1.2395 0.64 -1.28 1.34
H -1.4440 2.2531 -2.4341 -0.64 0.44 0.38
O -0.3748 0.6898 0.2670 -0.66 -0.51 0.91
H -0.1017 1.6123 0.4037 -0.14 -0.04 -0.09
H -1.1074 0.5265 0.9492 0.84 0.49 -1.08
```
Forces are in eV/Å.

Output
Net charge: 0
Frontier orbital gap, eV: 10.581
Lowest unoccupied orbital energy, eV: 0.535
E_tot, Eh: -1277.44391
Energy relative to the best compared isomer or geometry (same formula, charge and spin), eV: 0.9611
Molar mass, g mol⁻¹: 372.54
Structure (SMILES): CC(C)O.CC(C)O.CC(C)O.CC(C)O.CC(C)O.O.O.O.O
Multiplicity: 1